Computed, not measured: a 15-piece molecular cluster, C75H171Cl9O36 overall at a distorted geometry, with wB97M-V/def2-TZVPD.

The geometry in XYZ format:
```
291
Properties=species:S:1:pos:R:3:forces:R:3
C 7.719 -3.594 7.696 -1.4 0.1 -0.2
O 7.328 -4.075 6.418 -0.2 0.5 0.3
C 6.374 -3.221 5.844 -0.6 -0.4 -2.1
C 5.397 -4.082 5.045 0.1 -1.4 -0.8
O 4.456 -3.322 4.329 0.0 0.8 0.1
C 3.811 -3.950 3.233 -2.2 0.7 1.5
C 2.673 -2.945 2.841 0.2 -1.5 -0.9
O 1.675 -2.814 3.821 0.0 0.1 1.0
C 0.422 -3.497 3.651 0.4 0.0 0.8
H 6.827 -3.411 8.358 0.7 0.2 -0.7
H 8.378 -2.739 7.623 0.0 0.5 0.0
H 8.232 -4.393 8.125 1.1 -1.2 0.9
H 6.785 -2.609 5.006 0.2 0.4 1.1
H 5.838 -2.671 6.606 0.0 0.5 0.0
H 4.887 -4.802 5.700 0.0 0.0 0.0
H 5.968 -4.645 4.265 0.0 0.0 0.8
H 3.321 -4.900 3.561 0.3 0.5 -0.1
H 4.448 -4.182 2.404 0.7 0.1 -0.6
H 2.173 -3.312 1.955 0.1 -0.3 -0.6
H 3.100 -1.987 2.538 0.0 0.2 0.6
H -0.095 -3.094 2.804 -0.5 0.5 -0.3
H -0.148 -3.343 4.603 0.4 -0.1 -1.0
H 0.489 -4.576 3.453 0.5 0.1 0.3
C -6.313 -5.850 1.071 0.2 -1.3 -1.4
O -6.239 -4.976 -0.054 0.8 -0.8 -0.2
C -5.633 -5.565 -1.234 -1.7 -0.6 0.6
C -4.467 -4.814 -1.708 2.1 0.6 0.3
O -4.737 -3.478 -2.072 -0.6 -0.1 0.1
C -3.618 -2.769 -2.588 -0.3 -0.3 -0.8
C -3.519 -2.968 -4.125 0.9 1.4 1.5
O -2.901 -4.208 -4.355 0.0 -0.6 -0.2
C -2.820 -4.491 -5.747 -1.9 1.3 -0.2
H -5.420 -6.490 1.211 0.1 0.8 0.0
H -7.103 -6.598 0.978 -0.4 0.1 -0.3
H -6.549 -5.264 1.910 0.0 0.8 1.2
H -6.439 -5.706 -1.972 0.3 0.4 -0.1
H -5.279 -6.582 -1.043 0.0 0.0 0.3
H -3.936 -5.375 -2.497 -0.4 0.2 -0.1
H -3.723 -4.740 -0.884 -0.3 -0.3 -0.1
H -2.665 -3.079 -2.135 -0.3 -0.2 0.0
H -3.770 -1.726 -2.302 -0.1 0.0 -0.4
H -2.842 -2.105 -4.422 -0.7 -0.8 -0.4
H -4.508 -2.875 -4.593 0.3 0.0 -0.1
H -2.580 -3.540 -6.228 0.3 -0.2 -0.5
H -3.800 -4.818 -6.175 0.6 0.2 0.6
H -2.120 -5.248 -5.962 1.1 -0.8 0.1
C 2.076 1.369 0.673 -1.7 0.9 -0.3
O 2.733 2.478 0.092 0.6 0.4 -1.2
C 2.465 2.696 -1.343 -0.9 -1.8 1.5
C 3.192 3.917 -1.739 -0.8 0.6 -0.2
O 4.570 3.682 -1.899 -0.8 -0.9 -0.3
C 5.380 4.560 -1.222 1.4 1.1 -0.9
C 5.518 5.893 -1.957 0.9 -0.1 0.3
O 4.363 6.667 -1.771 -0.4 -1.1 0.8
C 4.400 7.850 -2.457 0.3 1.2 -1.3
H 1.906 1.597 1.772 0.3 -0.5 -1.3
H 2.526 0.385 0.487 0.4 0.2 0.2
H 1.106 1.364 0.136 -0.1 -0.5 0.8
H 1.373 2.844 -1.524 0.5 0.0 0.5
H 2.710 1.775 -1.917 0.4 0.5 0.2
H 2.970 4.652 -0.929 0.3 -0.2 -0.7
H 2.725 4.276 -2.685 0.5 0.1 0.4
H 6.388 4.083 -1.217 -0.6 0.4 0.5
H 4.989 4.818 -0.246 0.1 -0.4 0.6
H 5.773 5.748 -3.018 -0.4 -0.1 -0.1
H 6.385 6.425 -1.549 0.1 0.1 0.2
H 4.613 7.606 -3.534 -0.2 0.7 0.6
H 5.178 8.557 -2.073 -0.3 -0.5 -0.3
H 3.426 8.361 -2.370 0.4 -0.3 -0.1
C -3.707 4.604 -2.865 -2.2 1.5 -1.4
O -2.833 4.382 -1.836 1.4 -0.4 0.2
C -1.455 4.767 -2.170 -1.4 0.6 2.2
C -0.782 4.913 -0.797 -0.2 -0.8 -1.5
O -0.535 3.655 -0.250 0.2 -0.8 0.0
C -1.275 3.278 0.885 1.1 0.6 0.9
C -0.722 3.898 2.184 -0.8 0.1 -1.0
O -0.843 5.316 2.190 -1.1 -0.5 -0.3
C 0.246 5.978 2.731 1.4 -0.7 0.2
H -4.812 4.428 -2.626 1.7 -0.2 0.2
H -3.498 4.120 -3.817 0.3 -0.8 0.0
H -3.687 5.667 -3.181 0.0 0.0 0.3
H -1.496 5.756 -2.658 0.2 -0.5 -0.2
H -0.940 3.981 -2.697 0.0 -0.2 -0.7
H -1.361 5.524 -0.172 -1.0 0.8 0.9
H 0.163 5.375 -0.880 1.3 0.8 -0.4
H -1.057 2.220 1.054 -0.6 -0.1 -0.3
H -2.332 3.517 0.748 -0.1 -0.2 0.1
H 0.330 3.619 2.314 -0.2 -0.2 0.1
H -1.393 3.437 2.913 0.5 0.1 0.7
H 1.146 5.681 2.138 -0.2 0.5 0.5
H 0.427 5.695 3.787 0.0 0.1 -0.3
H 0.086 7.041 2.663 -0.1 0.4 -0.1
C 5.486 4.555 2.849 0.3 0.2 0.5
O 4.853 4.535 4.108 0.6 0.8 -0.2
C 3.637 3.884 4.022 0.4 -1.8 1.5
C 3.157 3.370 5.370 0.4 -1.1 -1.0
O 2.468 4.358 6.037 -1.7 0.5 0.4
C 1.540 3.799 6.943 0.0 0.9 1.8
C 0.200 4.562 6.887 1.1 0.3 0.7
O -0.442 4.242 5.666 0.8 0.3 0.7
C -1.566 5.035 5.482 -1.6 -0.3 0.5
H 6.489 4.889 3.022 0.7 0.1 0.1
H 5.065 5.228 2.116 -0.6 0.4 -0.1
H 5.489 3.569 2.420 0.1 -0.7 -0.3
H 3.752 3.049 3.354 -0.1 -0.7 -0.4
H 2.839 4.461 3.683 -1.3 1.5 -1.0
H 3.951 3.084 6.048 0.7 -0.7 -0.2
H 2.498 2.484 5.144 0.7 0.8 0.4
H 1.958 3.918 7.995 -0.5 -0.1 -0.9
H 1.426 2.704 6.802 -0.2 0.6 -0.2
H 0.369 5.689 7.069 -0.1 -1.4 -0.9
H -0.388 4.281 7.779 -0.2 -0.3 -0.3
H -1.331 6.064 5.783 -0.2 0.1 -0.7
H -2.394 4.709 6.160 0.4 0.2 -0.1
H -1.967 4.849 4.473 0.5 0.7 0.2
C -1.666 -2.975 9.447 -0.6 0.0 0.4
O -1.968 -2.249 8.230 0.8 -2.0 1.2
C -2.548 -3.163 7.318 -0.7 0.2 0.1
C -2.938 -2.358 6.105 1.0 -0.2 0.0
O -3.654 -3.307 5.368 -0.4 0.0 -1.5
C -4.031 -2.879 4.085 -0.1 0.2 -1.8
C -3.844 -3.881 2.877 -1.2 1.0 0.9
O -2.520 -4.194 2.649 0.8 1.6 1.0
C -2.150 -5.307 1.963 0.1 -2.4 -1.2
H -1.073 -3.894 9.359 0.2 0.3 -0.8
H -2.561 -3.345 10.023 0.3 0.7 -0.8
H -1.117 -2.313 10.089 0.2 0.4 0.3
H -3.413 -3.648 7.853 0.4 0.4 -0.9
H -1.941 -3.985 6.886 0.5 0.3 0.9
H -1.997 -1.995 5.556 -1.2 -0.5 0.6
H -3.511 -1.487 6.389 -0.4 0.4 -0.1
H -3.575 -1.884 3.789 0.1 -1.1 0.5
H -5.102 -2.647 3.995 -0.2 -0.1 0.6
H -4.352 -3.281 2.098 0.6 -0.2 -0.5
H -4.469 -4.781 2.912 0.2 -0.1 0.6
H -1.071 -5.529 2.166 -0.9 0.3 -0.3
H -2.309 -5.224 0.863 0.3 0.2 0.4
H -2.734 -6.234 2.235 0.4 0.8 0.2
C -1.983 -2.427 -9.142 -0.6 -1.0 -0.6
O -1.750 -1.706 -7.969 -0.1 0.2 0.8
C -0.469 -1.962 -7.432 -0.5 -2.0 -0.1
C -0.161 -1.256 -6.169 -0.4 0.5 0.0
O -0.322 0.149 -6.359 0.4 -0.5 1.2
C 0.590 0.707 -7.264 0.6 1.3 1.0
C 0.416 2.239 -7.101 0.9 -0.3 -0.6
O 1.270 2.939 -8.050 -1.5 -0.3 0.1
C 1.045 4.341 -8.019 -0.3 0.2 0.0
H -1.994 -3.537 -8.973 0.2 0.7 0.1
H -1.269 -2.226 -9.977 -0.3 0.1 0.7
H -3.005 -2.186 -9.467 0.4 0.1 0.0
H 0.186 -1.789 -8.235 1.6 0.4 -0.8
H -0.339 -3.027 -7.151 -0.3 -0.1 -0.4
H 0.849 -1.666 -5.787 -1.2 1.1 -0.4
H -0.958 -1.518 -5.462 0.4 -0.1 0.1
H 0.345 0.377 -8.248 0.1 0.0 -1.0
H 1.618 0.424 -7.003 -0.1 -0.1 -0.1
H 0.716 2.591 -6.098 -0.2 -0.4 -0.1
H -0.661 2.402 -7.224 0.1 0.5 -0.3
H 1.771 4.846 -8.676 -0.2 -0.4 0.2
H 1.173 4.687 -7.001 0.4 0.3 0.4
H 0.020 4.706 -8.280 0.5 -0.8 -0.2
C 5.283 -1.534 -2.896 -0.9 -0.6 -0.9
O 6.367 -0.755 -3.343 -0.5 0.3 -0.2
C 7.395 -0.538 -2.446 2.2 -0.2 0.7
C 7.182 0.576 -1.423 -0.7 -0.3 -0.7
O 6.303 0.070 -0.442 0.3 0.0 0.3
C 5.913 1.001 0.531 0.8 0.5 2.0
C 5.425 0.190 1.794 0.9 -0.2 -1.4
O 5.136 0.935 2.941 -0.3 0.8 -0.1
C 6.108 0.981 3.969 0.3 1.0 0.3
H 5.600 -2.386 -2.276 0.1 0.1 -0.2
H 4.830 -1.907 -3.864 0.2 0.2 1.3
H 4.506 -0.996 -2.317 0.5 0.1 -0.3
H 8.308 -0.255 -3.034 -0.8 -0.2 0.2
H 7.664 -1.496 -1.913 -0.3 0.8 -0.3
H 6.737 1.431 -1.947 -0.2 0.0 0.0
H 8.121 0.938 -0.999 0.2 -0.3 0.2
H 5.177 1.670 0.179 -1.5 0.4 -0.6
H 6.699 1.757 0.824 0.1 -1.1 -0.1
H 6.185 -0.596 1.930 0.0 0.2 0.4
H 4.533 -0.345 1.484 -0.3 0.0 0.1
H 5.739 1.659 4.809 0.4 -0.6 -1.4
H 7.120 1.359 3.603 -1.2 -0.5 0.5
H 6.157 -0.012 4.390 0.6 -0.4 0.2
C 3.088 -2.100 -10.229 -0.1 0.0 -1.3
O 2.296 -0.934 -10.126 0.1 -0.4 -0.3
C 3.036 0.242 -10.371 0.0 -0.1 1.0
C 3.647 0.798 -9.094 0.6 -1.6 -1.0
O 4.794 -0.015 -8.825 -0.7 -0.1 -0.3
C 5.492 0.233 -7.632 -0.8 1.4 -0.3
C 4.736 -0.159 -6.378 0.7 0.5 0.2
O 3.819 0.844 -6.029 -0.2 0.6 -0.1
C 3.293 0.644 -4.741 0.2 -0.9 -0.3
H 3.730 -2.162 -9.385 0.4 -0.5 1.0
H 3.801 -2.064 -11.108 -1.0 0.0 0.5
H 2.371 -2.929 -10.338 0.6 0.1 0.2
H 2.310 0.910 -10.738 -0.8 1.2 -0.5
H 3.765 0.057 -11.144 0.5 0.0 -0.3
H 2.893 0.752 -8.341 -0.3 -0.1 0.7
H 3.957 1.802 -9.191 0.3 1.4 -0.3
H 5.783 1.322 -7.607 -0.2 -0.8 0.3
H 6.366 -0.347 -7.779 1.1 -0.6 0.4
H 5.444 -0.227 -5.549 0.3 -0.4 0.0
H 4.206 -1.102 -6.501 0.0 -0.4 -0.2
H 2.772 -0.331 -4.712 -0.4 0.3 0.1
H 2.642 1.480 -4.568 -0.5 0.2 0.4
H 4.057 0.556 -3.963 0.2 0.4 -0.1
C -5.645 -3.690 -7.603 -0.6 1.6 0.4
O -5.913 -4.803 -6.813 -0.1 -0.5 0.5
C -7.115 -4.716 -6.101 -1.8 1.1 -0.7
C -7.188 -3.876 -4.820 -0.4 1.4 -0.7
O -7.062 -2.465 -5.188 0.2 -2.0 -1.1
C -6.980 -1.565 -4.148 -0.5 -0.2 1.7
C -6.444 -0.250 -4.656 1.2 1.2 2.2
O -5.027 -0.388 -4.850 0.2 -0.2 -1.1
C -4.346 0.680 -5.570 -0.6 -1.5 0.6
H -5.425 -2.808 -6.986 -0.2 -0.1 -0.1
H -6.477 -3.440 -8.268 -0.2 -0.1 0.1
H -4.799 -3.844 -8.216 1.1 -0.7 -0.6
H -7.417 -5.715 -5.862 0.0 -0.8 0.3
H -7.954 -4.339 -6.795 1.1 -0.3 0.8
H -6.426 -4.142 -4.086 0.1 0.0 0.0
H -8.201 -4.011 -4.375 0.6 -0.2 -0.1
H -6.325 -2.000 -3.337 -0.5 0.7 -0.5
H -8.013 -1.417 -3.708 0.9 0.1 -0.2
H -6.480 0.482 -3.770 -0.7 -0.6 -1.2
H -7.034 0.114 -5.510 0.5 0.0 0.0
H -4.372 1.553 -4.908 0.2 0.3 -0.5
H -4.892 0.821 -6.510 0.3 0.4 0.0
H -3.301 0.326 -5.789 -1.0 0.4 0.3
C -4.668 1.034 11.534 -0.9 -1.1 1.6
O -3.623 1.582 10.833 0.2 1.5 0.0
C -2.921 0.642 10.129 1.2 -1.4 -1.1
C -2.214 1.164 8.877 -1.4 -0.4 0.9
O -3.123 1.338 7.798 1.5 0.4 -0.7
C -2.339 1.736 6.644 0.7 -0.9 0.4
C -3.276 2.095 5.513 3.3 -1.9 -1.4
O -3.752 0.912 4.921 0.6 -0.3 1.2
C -4.664 1.166 3.925 -0.7 -0.5 -0.3
H -4.995 1.719 12.317 0.1 0.2 -0.1
H -4.374 0.088 12.068 -0.1 0.6 -0.4
H -5.542 0.794 10.919 0.1 0.0 -0.2
H -3.577 -0.195 9.877 0.0 -0.1 -0.4
H -2.091 0.189 10.713 -0.3 0.2 0.3
H -1.474 0.382 8.655 0.2 0.4 -0.3
H -1.792 2.130 9.164 0.5 0.0 -0.2
H -1.529 0.913 6.407 -2.0 1.1 0.1
H -1.695 2.620 6.817 -0.5 -0.2 0.5
H -2.674 2.649 4.749 -0.3 -0.2 0.3
H -4.033 2.712 5.825 -2.1 1.5 1.0
H -4.201 1.877 3.217 -0.7 -0.1 -0.1
H -5.655 1.445 4.339 0.4 0.6 -0.3
H -4.859 0.187 3.498 0.1 0.0 -0.7
C 0.331 1.566 4.431 0.3 -2.6 0.5
O -0.577 1.172 3.424 0.1 -0.7 -0.5
C -0.609 -0.233 3.184 0.1 -0.1 -0.9
C -1.608 -0.545 2.084 0.7 -0.3 -1.2
O -1.097 -0.073 0.822 -0.5 0.3 0.0
C -2.127 -0.036 -0.160 -1.2 0.2 1.6
C -1.757 0.675 -1.380 2.0 1.4 -0.6
O -0.865 -0.111 -2.127 1.1 0.3 -1.3
C -0.568 0.405 -3.460 -0.1 -0.1 1.7
H 1.311 1.043 4.324 -0.4 0.3 -0.2
H -0.010 1.281 5.460 0.1 0.4 -0.8
H 0.436 2.598 4.323 0.2 1.6 0.2
H -1.029 -0.709 4.037 0.0 -0.6 1.2
H 0.382 -0.689 2.945 -0.4 0.6 0.2
H -2.511 0.013 2.331 -0.4 -0.2 -0.1
H -1.802 -1.658 1.930 0.1 1.2 0.8
H -3.007 0.555 0.190 0.3 -0.4 0.4
H -2.508 -1.046 -0.344 0.1 -0.1 -0.2
H -1.288 1.687 -1.146 -0.6 -1.1 -0.2
H -2.608 0.834 -2.004 -1.1 0.3 -0.3
H 0.070 1.317 -3.497 -0.4 -0.4 0.4
H -1.487 0.566 -4.003 -0.4 0.2 -0.2
H -0.049 -0.410 -3.896 0.6 -0.4 -0.6
C -7.190 -2.212 -0.224 0.0 2.0 0.4
Cl -7.229 -2.414 1.514 -0.3 -0.3 0.4
Cl -6.886 -0.384 -0.478 0.3 -1.2 -0.2
Cl -8.693 -2.556 -1.029 -0.1 -0.5 0.1
H -6.366 -2.807 -0.570 0.2 0.1 -0.6
C 2.493 -1.904 6.635 -0.9 -0.1 0.1
Cl 3.383 -0.371 6.500 -0.4 -0.5 0.0
Cl 0.728 -1.670 6.975 0.6 0.3 -0.3
Cl 3.093 -2.912 7.957 0.4 0.0 -0.1
H 2.524 -2.462 5.695 0.3 0.3 0.2
C 0.628 -2.700 -1.467 -0.3 -0.2 0.2
Cl 2.376 -3.067 -1.419 -0.5 0.5 0.0
Cl -0.097 -3.023 0.148 0.2 -0.1 -0.7
Cl -0.146 -3.630 -2.742 -0.1 -0.4 -0.1
H 0.332 -1.685 -1.735 0.8 0.2 0.5
```
Positions in Å, forces in eV/Å.

Output
frontier orbital gap = 9.37 eV
charge = 0
total energy = -266936.69095 eV
E_LUMO = 0.4 eV